# 1
Formula: C46H57Cl2N4O4PS2W
Source: the Open Molecules 2025 dataset
Level of theory: ωB97M-V/def2-TZVPD

Element x y z (Å)
W -0.111 0.248 0.502
C -0.881 4.631 0.084
C -1.484 3.988 -1.130
C -2.377 4.712 -1.908
C -2.879 4.192 -3.088
C -2.436 2.957 -3.529
C -1.520 2.217 -2.790
C -0.897 1.004 -3.435
C -1.113 2.703 -1.534
N -0.111 1.928 -0.794
C 1.149 2.291 -1.290
O 1.448 3.363 -1.742
C 2.052 1.120 -1.393
C 3.187 1.119 -2.158
C 3.783 -0.100 -2.452
C 3.205 -1.254 -1.961
C 2.089 -1.142 -1.160
N 1.512 0.015 -0.879
C 1.302 -2.319 -0.740
O 1.765 -3.431 -0.915
N 0.030 -1.985 -0.360
C -0.785 -3.180 -0.591
C -0.906 -4.204 0.363
C -0.214 -4.137 1.691
C -1.675 -5.319 0.069
C -2.293 -5.464 -1.165
C -2.081 -4.509 -2.137
C -1.303 -3.377 -1.880
C -0.985 -2.481 -3.054
H -1.648 5.068 0.727
H -0.305 3.912 0.647
H -0.203 5.431 -0.224
H -2.653 5.714 -1.594
H -3.583 4.762 -3.684
H -2.763 2.575 -4.493
H -1.605 0.505 -4.098
H -0.528 0.284 -2.719
H -0.044 1.323 -4.044
H 3.556 2.063 -2.538
H 4.659 -0.146 -3.088
H 3.567 -2.247 -2.191
H -0.502 -3.249 2.260
H 0.869 -4.107 1.549
H -0.461 -5.011 2.294
H -1.780 -6.093 0.822
H -2.897 -6.340 -1.377
H -2.487 -4.648 -3.136
H -0.518 -3.077 -3.842
H -0.296 -1.691 -2.785
H -1.884 -2.027 -3.478
Cl -2.674 -1.980 1.307
C -3.391 -1.412 -0.190
Cl -2.299 -0.253 -1.057
H -4.303 -0.874 0.034
H -3.532 -2.258 -0.849
C 3.729 -1.736 4.833
C 3.323 -0.295 4.632
O 3.701 0.172 3.305
P 2.825 0.069 2.006
S 1.898 1.762 1.515
S 1.368 -1.290 2.134
O 3.901 -0.221 0.903
C 4.934 -1.242 1.052
C 6.253 -0.649 0.631
H 3.569 -2.009 5.879
H 4.787 -1.876 4.601
H 3.133 -2.406 4.207
H 3.845 0.364 5.316
H 2.249 -0.163 4.764
H 4.638 -2.082 0.426
H 4.971 -1.573 2.088
H 6.235 -0.353 -0.419
H 7.043 -1.388 0.774
H 6.484 0.229 1.237
C -5.440 3.000 -0.350
C -4.849 2.065 0.677
C -5.669 1.246 1.441
C -5.131 0.355 2.366
C -6.009 -0.515 3.233
C -3.753 0.278 2.491
C -2.901 1.084 1.744
C -3.470 1.992 0.863
N -1.450 1.042 1.949
C -1.191 1.764 3.348
C -2.456 2.036 4.221
C -2.091 2.727 5.545
C -1.437 4.083 5.296
C -0.202 3.849 4.432
C 0.790 2.965 5.197
C 0.126 1.616 5.509
C -1.142 1.825 6.331
C -0.212 0.931 4.181
C -0.642 3.189 3.116
H -5.976 3.826 0.127
H -6.156 2.471 -0.984
H -4.667 3.423 -0.989
H -6.748 1.302 1.317
H -7.054 -0.452 2.929
H -5.945 -0.199 4.279
H -5.699 -1.562 3.190
H -3.343 -0.458 3.168
H -2.831 2.657 0.311
H -2.977 1.127 4.495
H -3.156 2.662 3.663
H -3.014 2.862 6.113
H -1.163 4.551 6.247
H -2.133 4.757 4.786
H 0.271 4.802 4.184
H 1.083 3.464 6.126
H 1.699 2.811 4.603
H 0.815 0.979 6.069
H -0.904 2.274 7.301
H -1.620 0.858 6.523
H -0.620 -0.073 4.340
H 0.699 0.831 3.624
H 0.180 3.196 2.430
H -1.443 3.789 2.681

The energy above the lowest of the compared OMol25 structures with the same formula, charge and spin is 0.0 kJ/mol. The multiplicity is 2. The calculation puts the LUMO energy (alpha / beta) at -0.172 / -0.153 hartree. The frontier orbital gap (alpha / beta) is 6.056 / 6.579 eV. The net charge is +1. For the HOMO energy (alpha / beta), the calculation gives -10.73 / -10.73 eV.

---

# 2
Formula: C4H17MoNOP
Source: the Open Molecules 2025 dataset
Level of theory: ωB97M-V/def2-TZVPD

Element x y z (Å)
C 0.171 1.140 -2.225
Mo -0.007 -0.021 -0.150
N -0.600 -1.882 0.920
H 0.655 -1.107 -1.294
H 0.248 -2.210 1.413
H -0.449 0.291 -1.830
H 0.552 0.740 -3.153
H 1.027 1.488 -1.636
H -0.514 1.935 -2.456
H -1.220 -1.506 1.654
H -1.059 -2.705 0.473
C -0.828 -0.505 4.983
P 0.103 0.351 3.697
C -0.392 2.075 4.076
C 1.628 -0.681 3.846
O -0.283 0.085 2.241
H -1.871 -0.196 5.185
H -0.312 -0.233 5.949
H -0.826 -1.604 4.992
H -0.497 2.345 5.131
H 0.128 2.917 3.587
H -1.439 2.068 3.726
H 1.342 -1.749 3.800
H 2.453 -0.547 3.134
H 1.990 -0.490 4.861

The multiplicity is 3. The calculation puts the LUMO energy (alpha / beta) at -0.125 / -0.110 hartree. The frontier orbital gap (alpha / beta) is 7.795 / 7.308 eV. The net charge is +1. For the HOMO energy (alpha / beta), the calculation gives -11.19 / -10.31 eV.

---

- What is the formula in the first record?
  C46H57Cl2N4O4PS2W

---

- What is the multiplicity in the second record?
  3

---

- Number 1 is which compound?
  C46H57Cl2N4O4PS2W

---

Repeat the second record exactly.
Formula: C4H17MoNOP
Source: the Open Molecules 2025 dataset
Level of theory: ωB97M-V/def2-TZVPD

Element x y z (Å)
C 0.171 1.140 -2.225
Mo -0.007 -0.021 -0.150
N -0.600 -1.882 0.920
H 0.655 -1.107 -1.294
H 0.248 -2.210 1.413
H -0.449 0.291 -1.830
H 0.552 0.740 -3.153
H 1.027 1.488 -1.636
H -0.514 1.935 -2.456
H -1.220 -1.506 1.654
H -1.059 -2.705 0.473
C -0.828 -0.505 4.983
P 0.103 0.351 3.697
C -0.392 2.075 4.076
C 1.628 -0.681 3.846
O -0.283 0.085 2.241
H -1.871 -0.196 5.185
H -0.312 -0.233 5.949
H -0.826 -1.604 4.992
H -0.497 2.345 5.131
H 0.128 2.917 3.587
H -1.439 2.068 3.726
H 1.342 -1.749 3.800
H 2.453 -0.547 3.134
H 1.990 -0.490 4.861

The multiplicity is 3. The calculation puts the LUMO energy (alpha / beta) at -0.125 / -0.110 hartree. The frontier orbital gap (alpha / beta) is 7.795 / 7.308 eV. The net charge is +1. For the HOMO energy (alpha / beta), the calculation gives -11.19 / -10.31 eV.